Molecular formula: C29H65N7O5
Method: DFT, ωB97M-V/def2-TZVPD

The HOMO energy (spin up / spin down) comes out at -9.26 / -9.26 eV. Its net charge is +1. The total energy comes out at -1902.96042 Eh. As for the gap between HOMO and LUMO (spin up / spin down): 6.84 / 1.96 eV. As for the multiplicity: 2. Its lowest unoccupied orbital energy (spin up / spin down) is -2.42 / -7.29 eV.

Geometry (Å):
C1 1.3882 3.5636 -5.0547
C2 1.5185 2.0239 -4.7855
C3 2.1630 1.9575 -3.3423
C4 1.9535 0.5939 -2.6803
C5 0.6206 -0.0404 -2.7569
C6 -0.1405 0.0175 -4.1656
N1 0.1612 1.4387 -4.7529
O1 -0.4541 1.6135 -6.0074
C7 0.2610 -1.0982 -5.1282
C8 -1.6573 0.0462 -3.9074
C9 2.3896 1.3680 -5.9279
H1 0.8347 4.0630 -4.2594
H2 0.7850 3.8163 -5.9267
H3 2.4122 3.9147 -5.1820
H4 3.2384 1.9496 -3.5199
H5 2.0039 2.7546 -2.6160
H6 2.2064 0.4773 -1.6265
H7 2.6210 -0.1715 -3.0761
H8 0.0768 0.5675 -2.0338
H9 0.8266 -1.0291 -2.3470
H10 -0.0364 -0.9993 -6.1722
H11 1.3396 -1.2426 -5.1900
H12 -0.2277 -2.0551 -4.9453
H13 -2.1146 -0.9233 -4.1048
H14 -1.9064 0.2482 -2.8656
H15 -2.2781 0.7779 -4.4243
H16 3.2292 2.0197 -6.1696
H17 1.9060 1.0739 -6.8595
H18 2.8927 0.5125 -5.4773
H19 0.0613 1.0928 -6.6277
C10 3.2751 3.2626 5.7285
C11 2.5773 3.3619 4.4750
C12 2.1921 4.8542 4.4341
C13 1.9217 5.4294 3.0707
C14 3.1693 5.1385 2.2010
C15 3.4934 3.5541 1.9587
N2 3.5222 3.0025 3.3386
O2 3.7118 1.6002 3.3219
C16 2.4674 2.8552 1.0390
C17 4.9197 3.4825 1.3041
C18 1.2382 2.3818 4.3899
H20 3.3383 2.1941 5.9343
H21 2.6507 3.5815 6.5631
H22 4.2805 3.6620 5.8623
H23 1.3333 4.7661 5.0995
H24 2.8858 5.5494 4.9069
H25 1.5778 6.4604 2.9877
H26 1.0771 4.9192 2.6076
H27 3.9695 5.7750 2.5785
H28 2.9618 5.5251 1.2033
H29 2.4362 1.7680 0.9660
H30 1.4492 3.2297 1.1439
H31 2.7330 3.1720 0.0305
H32 5.2222 2.4411 1.4138
H33 4.9074 3.8099 0.2645
H34 5.5548 4.1301 1.9085
H35 0.4323 2.6528 5.0720
H36 1.4488 1.3414 4.6372
H37 0.8690 2.4680 3.3679
H38 2.8815 1.2055 3.0455
C19 -0.6717 -3.5857 -1.7788
C20 -2.1691 -3.8751 -1.5266
C21 -2.3641 -5.4016 -1.0145
C22 -3.7733 -5.6300 -0.4209
C23 -4.0612 -4.6765 0.6512
C24 -3.9938 -3.1396 0.2481
N3 -2.6587 -2.9641 -0.4907
O3 -2.3559 -1.6658 -0.7377
C25 -5.1051 -2.8920 -0.7491
C26 -4.0760 -2.2716 1.5060
C27 -2.9187 -3.8572 -2.9848
H39 -0.2445 -4.2719 -2.5100
H40 -0.1016 -3.6778 -0.8543
H41 -0.5731 -2.6374 -2.3071
H42 -2.3688 -6.1938 -1.7632
H43 -1.5858 -5.6058 -0.2792
H44 -3.7859 -6.6112 0.0536
H45 -4.5806 -5.6857 -1.1511
H46 -3.2418 -4.7339 1.3677
H47 -4.9965 -4.8939 1.1671
H48 -6.1039 -2.8220 -0.3182
H49 -5.0493 -1.9253 -1.2496
H50 -5.3419 -3.6852 -1.4582
H51 -3.3008 -2.4389 2.2538
H52 -4.2519 -1.2177 1.2902
H53 -4.8878 -2.6158 2.1467
H54 -2.2911 -4.2945 -3.7613
H55 -3.1901 -2.8807 -3.3858
H56 -3.9042 -4.3229 -2.9812
H57 -2.8786 -1.5134 -1.5284
C28 -1.6935 -1.9510 5.8335
O4 -1.2898 -2.6262 4.9344
N4 -2.7029 -2.3996 6.5915
N5 -1.0879 -0.8860 6.0792
H58 -2.7556 -3.4032 6.4904
H59 -2.7930 -1.9938 7.5119
H60 -0.2621 -0.6417 5.5514
H61 -1.5124 -0.3024 6.7857
C29 0.3659 -0.8986 1.5364
O5 1.0742 -0.0799 2.1923
N6 -0.6232 -1.5918 2.0081
N7 0.4585 -1.0877 0.2304
H62 -0.7824 -1.6767 3.0019
H63 -1.0460 -2.2680 1.3884
H64 1.2560 -0.6738 -0.2308
H65 -0.3518 -1.4379 -0.2604

---

Molecular formula: C4H9NO2
Method: DFT, ωB97M-V/def2-TZVPD

The HOMO energy comes out at -8.25 eV. Its net charge is 0. The total energy comes out at -362.91536 Eh. As for the gap between HOMO and LUMO: 7.19 eV. Its lowest unoccupied orbital energy is -1.06 eV. The energy above the lowest of the compared OMol25 structures with the same formula, charge and spin comes out at 446.80 kJ/mol.

Geometry (Å):
O1 -1.8026 -1.2221 -0.0163
C1 -1.0630 -0.5352 0.7291
N1 0.1853 -1.0982 1.0619
C2 1.1304 -0.3400 1.8629
O2 -1.2436 0.6661 1.0447
C3 0.4378 0.6261 -1.8820
C4 -0.8940 0.9451 -1.7428
H1 0.2695 -2.0920 1.1923
H2 0.9082 0.7085 1.6792
H3 1.0811 -0.5036 2.9420
H4 2.1524 -0.5507 1.5391
H5 1.2748 1.1652 -1.4562
H6 0.6870 -0.2767 -2.4321
H7 -0.3089 0.1391 -0.9665
H8 -1.1214 1.8777 -1.2463
H9 -1.6930 0.4909 -2.3089

---

Molecular formula: C4H4N2O
Method: DFT, ωB97M-V/def2-TZVPD

The HOMO energy comes out at -9.50 eV. Its net charge is 0. The total energy comes out at -339.52756 Eh. As for the gap between HOMO and LUMO: 10.06 eV. Its lowest unoccupied orbital energy is 0.56 eV. The energy above the lowest of the compared OMol25 structures with the same formula, charge and spin comes out at 142.06 kJ/mol. The SMILES is O=c1cc[nH]cn1.

Geometry (Å):
O1 -0.7268 -2.1093 0.4459
C1 -0.7706 -1.1086 -0.2204
C2 0.3022 -0.6971 -1.1700
C3 0.9691 0.3271 -0.6131
N1 0.4275 0.8932 0.5469
C4 -0.9177 0.7472 0.8186
N2 -1.6648 -0.0651 0.1550
H1 0.6856 -1.2966 -1.9945
H2 1.9139 0.7340 -0.9616
H3 1.0136 1.4107 1.1752
H4 -1.2571 1.1133 1.7902

---

Number 1: M 591.88 g/mol, largest force on an atom 6.84 eV/A. Number 2: M 103.12 g/mol, largest force on an atom 2.43 eV/A. Number 3: M 96.09 g/mol, largest force on an atom 1.20 eV/A.